1.
{"formula": "C10H18Br8Cl6", "method": "ωB97M-V/def2-TZVPD", "species": ["Cl", "C", "Cl", "Cl", "H", "Cl", "C", "Cl", "Cl", "H", "Br", "C", "C", "Br", "H", "H", "H", "H", "Br", "C", "C", "Br", "H", "H", "H", "H", "Br", "C", "C", "Br", "H", "H", "H", "H", "Br", "C", "C", "Br", "H", "H", "H", "H"], "positions_angstrom": [[-1.952960, -16.254340, -2.587660], [-2.910530, -15.086730, -1.708590], [-2.180800, -14.546110, -0.179940], [-4.521600, -15.773970, -1.145050], [-3.114870, -14.203870, -2.314310], [-2.886800, -15.365180, 4.561370], [-2.856690, -16.088700, 3.011120], [-3.859940, -17.560290, 3.028610], [-1.154320, -16.380430, 2.571880], [-3.295200, -15.367190, 2.321760], [-2.657140, -22.232560, -0.385370], [-2.377770, -22.139880, 1.580460], [-3.179760, -20.991660, 2.119410], [-3.036760, -21.068130, 4.109190], [-1.307130, -21.985180, 1.714230], [-2.761020, -23.053240, 2.035420], [-4.240310, -21.006490, 1.868170], [-2.736420, -20.020810, 1.898090], [-0.930620, -18.916180, 0.020410], [0.929690, -19.035810, 0.879360], [0.816590, -19.404780, 2.359760], [2.644820, -19.482610, 3.062970], [1.337540, -18.026130, 0.831250], [1.448110, -19.726270, 0.214070], [0.267860, -20.344820, 2.417450], [0.287490, -18.595510, 2.862980], [-5.555540, -9.158910, 3.735080], [-6.227600, -10.983380, 3.269370], [-4.989590, -11.943210, 3.324020], [-5.477100, -13.701440, 2.383390], [-6.600580, -10.966190, 2.245320], [-7.061480, -11.209810, 3.933820], [-4.763550, -12.241280, 4.347820], [-4.062190, -11.613990, 2.855370], [-2.310730, -19.364360, 8.075120], [-3.508690, -18.374370, 6.885210], [-4.832910, -18.106990, 7.640800], [-6.138320, -17.318790, 6.302880], [-3.705750, -19.024320, 6.032660], [-2.901250, -17.504860, 6.634080], [-4.822740, -17.341100, 8.416300], [-5.294480, -18.976380, 8.108990]], "forces_ev_per_angstrom": [[-0.165, 0.230, 0.183], [-1.176, -0.107, 1.120], [0.580, 0.109, -0.486], [0.706, 0.165, -0.889], [0.041, -0.356, 0.042], [-0.122, 0.680, 1.340], [-0.006, -0.287, -0.601], [0.388, 0.243, -0.303], [-0.390, -0.075, -0.122], [0.175, -0.401, -0.155], [0.004, -0.134, 0.654], [-0.468, 0.114, -0.446], [0.269, 0.681, 0.680], [-0.086, -0.099, -0.470], [-0.219, -0.239, 0.094], [0.423, -0.134, -0.368], [0.210, -0.155, 0.073], [-0.214, -0.194, -0.219], [1.244, -0.081, 0.627], [-0.834, 0.629, -0.083], [-0.279, 0.120, -1.369], [-0.578, -0.183, -0.060], [-0.031, -0.157, -0.443], [0.023, 0.047, 0.436], [0.416, -0.046, 0.642], [0.142, -0.381, 0.208], [-0.414, -0.823, -0.195], [1.494, -0.193, -0.636], [-1.266, -0.655, 0.321], [0.194, 1.232, 0.556], [0.072, 0.358, 0.133], [0.479, -0.160, 0.129], [-0.078, -0.012, -0.134], [-0.523, 0.243, -0.224], [-0.061, -0.141, 0.053], [-0.706, -0.240, 0.889], [-0.059, 0.824, -0.694], [0.612, -0.547, 0.669], [0.189, 0.260, 0.038], [-0.646, 0.025, -0.173], [0.535, -0.001, -0.222], [0.124, -0.161, -0.596]], "total_charge": 0, "spin_multiplicity": 1, "smiles": "ClC(Cl)Cl.ClC(Cl)Cl.BrCCBr.BrCCBr.BrCCBr.BrCCBr", "molar_mass_da": 990.20, "e_homo_ev": -10.0, "lumo_ev": 0.223}



2.
{"formula": "C10H18Cl2F3IrO7S", "method": "ωB97M-V/def2-TZVPD", "species": ["Ir", "C", "C", "O", "C", "C", "O", "C", "C", "O", "C", "C", "O", "H", "H", "H", "H", "H", "H", "H", "H", "H", "H", "H", "H", "H", "H", "H", "H", "Cl", "C", "Cl", "H", "H", "F", "C", "F", "F", "S", "O", "O", "O"], "positions_angstrom": [[-0.273978, -0.390845, -0.768361], [1.947806, 1.448137, 0.554717], [0.848201, 1.592527, 1.584931], [-0.360298, 1.126755, 0.937670], [-1.421591, -0.094816, 2.659347], [-1.682338, -1.381498, 1.914694], [-0.546282, -1.656120, 1.069161], [-0.252304, -3.034414, 0.773006], [1.146923, -3.043722, 0.215801], [1.159451, -2.164304, -0.929202], [2.461963, -1.700835, -1.334859], [2.971528, -0.605360, -0.399854], [1.813922, 0.121409, 0.026144], [2.912217, 1.575702, 1.048789], [1.857173, 2.175099, -0.254525], [0.714250, 2.630206, 1.886743], [1.051747, 0.969556, 2.453877], [-2.233725, 0.085298, 3.365612], [-0.486203, -0.159811, 3.216565], [-2.591742, -1.329138, 1.315937], [-1.781874, -2.186268, 2.645972], [-0.980155, -3.429950, 0.060829], [-0.282176, -3.626376, 1.689261], [1.431751, -4.047959, -0.100037], [1.849464, -2.676172, 0.965887], [2.325639, -1.327006, -2.347526], [3.164126, -2.534767, -1.366154], [3.668576, 0.036111, -0.942311], [3.472756, -1.004632, 0.483489], [-1.755806, 2.544204, -3.652110], [-1.298087, 0.914351, -4.036965], [0.184361, 0.401262, -3.095722], [-0.994847, 0.834524, -5.074909], [-2.083246, 0.215256, -3.778773], [0.160512, 4.217401, -0.881507], [-1.043490, 3.901157, -0.443711], [-1.114977, 4.049139, 0.865233], [-1.985685, 4.567466, -1.063426], [-3.752722, 1.016431, -0.575638], [-4.256671, 0.372968, 0.583843], [-1.455560, 1.090667, 1.854944], [-2.508607, 0.508365, -1.126861]], "forces_ev_per_angstrom": [[-0.021, 0.098, -0.109], [-0.002, -0.025, 0.073], [0.012, 0.060, -0.011], [0.016, 0.030, 0.071], [-0.026, -0.015, -0.035], [-0.042, -0.006, 0.044], [0.001, -0.038, 0.005], [0.020, -0.027, 0.043], [-0.031, -0.003, -0.022], [-0.015, -0.062, -0.033], [0.087, -0.014, 0.068], [-0.008, -0.060, -0.039], [0.116, 0.128, -0.107], [0.015, -0.027, -0.037], [-0.011, -0.013, -0.011], [-0.042, -0.014, -0.002], [0.017, -0.029, -0.015], [0.009, 0.010, 0.010], [-0.010, 0.029, 0.029], [0.003, -0.026, -0.010], [0.019, -0.010, -0.012], [-0.009, 0.008, -0.007], [-0.039, 0.029, 0.009], [0.017, 0.010, -0.014], [0.002, -0.002, -0.002], [0.009, 0.012, 0.007], [-0.038, -0.026, -0.023], [-0.011, 0.031, 0.023], [-0.001, 0.003, 0.003], [-0.001, -0.010, -0.013], [-0.090, 0.089, -0.002], [0.021, -0.064, 0.096], [0.040, -0.010, 0.009], [0.024, -0.019, 0.012], [-0.011, -0.053, -0.075], [0.051, 0.054, 0.051], [-0.082, -0.006, 0.009], [0.006, 0.017, 0.002], [-0.081, 0.127, 0.004], [0.004, -0.050, 0.025], [-0.016, -0.001, 0.001], [0.100, -0.126, -0.018]], "total_charge": 2, "s_squared": 6.007, "spin_multiplicity": 5, "molar_mass_da": 602.43, "e_homo_ev": [-15.3, -16.5], "lumo_ev": [-7.592, -8.142]}



3.
{"formula": "C10H18Cl6MgO4", "method": "ωB97M-V/def2-TZVPD", "species": ["Mg", "C", "C", "O", "O", "H", "H", "H", "C", "C", "O", "O", "H", "H", "H", "Cl", "C", "C", "Cl", "H", "H", "H", "H", "Cl", "C", "C", "Cl", "H", "H", "H", "H", "Cl", "C", "C", "Cl", "H", "H", "H", "H"], "positions_angstrom": [[3.815670, -0.132245, 1.875209], [0.684846, -0.986323, -0.205000], [1.888498, -0.780358, 0.621672], [3.075868, -0.770168, 0.081013], [1.852308, -0.604703, 1.868730], [0.270072, -1.973697, 0.022828], [0.847114, -0.905971, -1.273011], [-0.105269, -0.300445, 0.096119], [2.113343, -0.003616, 5.337807], [3.481983, 0.506892, 4.971645], [4.235362, 0.895413, 5.829249], [3.814335, 0.398013, 3.700176], [1.404967, 0.021818, 4.510724], [1.692609, 0.594825, 6.144621], [2.213035, -1.027874, 5.697763], [-0.957844, 0.637144, -4.092605], [-1.686862, 2.219107, -3.713446], [-2.933213, 2.130484, -2.857402], [-2.781588, 1.055991, -1.451772], [-1.955238, 2.662151, -4.671303], [-0.945973, 2.861704, -3.246562], [-3.799387, 1.794576, -3.422009], [-3.176972, 3.125116, -2.485300], [-5.286541, -3.511674, -1.523511], [-4.394830, -4.570693, -0.441216], [-3.378419, -3.888156, 0.414209], [-4.150277, -2.850879, 1.645598], [-3.908911, -5.346488, -1.038249], [-5.088635, -5.136631, 0.180045], [-2.670204, -3.318164, -0.183038], [-2.817458, -4.630577, 0.978078], [0.535759, 3.660404, -0.983618], [2.264645, 3.226810, -1.117988], [2.424720, 2.207124, -2.216487], [4.124440, 1.759819, -2.459362], [2.656874, 2.899243, -0.159014], [2.744720, 4.175556, -1.347694], [2.028410, 2.591788, -3.150769], [1.868043, 1.314684, -1.936130]], "forces_ev_per_angstrom": [[-1.130, -0.093, 1.299], [-0.947, -0.290, -0.018], [1.959, 0.124, 0.417], [-0.374, 0.372, 0.089], [-0.858, -0.053, -0.478], [0.191, -0.019, -0.067], [0.245, -0.020, -0.030], [0.096, 0.194, 0.046], [-0.672, 0.226, -0.062], [0.345, -0.452, -0.343], [0.281, 0.347, 0.189], [0.450, -0.074, -1.057], [0.173, -0.149, -0.119], [0.185, -0.041, 0.110], [-0.004, -0.028, -0.041], [0.047, 0.089, 0.042], [-0.143, 0.179, -0.105], [-0.311, 0.078, -0.124], [0.087, 0.057, 0.138], [-0.041, 0.033, 0.027], [0.176, -0.260, 0.090], [0.118, -0.215, -0.076], [0.126, 0.008, 0.047], [-0.128, 0.259, -0.128], [0.010, -1.267, 0.126], [0.249, 0.059, 0.254], [0.113, 0.168, -0.137], [0.161, 0.297, -0.183], [-0.238, 0.347, 0.043], [-0.141, 0.269, 0.087], [-0.019, -0.114, -0.074], [-0.088, -0.229, 0.235], [0.295, 0.796, -0.167], [-0.458, -0.181, 0.221], [0.107, 0.069, 0.085], [-0.272, -0.209, 0.058], [0.230, -0.154, -0.147], [0.067, -0.013, -0.079], [0.114, -0.112, -0.170]], "total_charge": 0, "spin_multiplicity": 1, "molar_mass_da": 439.27, "e_homo_ev": -9.1, "lumo_ev": -1.032}



4.
{"formula": "C10H18ClIN2O2PTi", "method": "ωB97M-V/def2-TZVPD", "species": ["C", "C", "H", "H", "H", "O", "I", "Ti", "P", "C", "C", "H", "H", "H", "C", "H", "H", "H", "H", "H", "H", "C", "O", "Cl", "C", "C", "N", "C", "C", "N", "H", "H", "H", "H", "H", "H"], "positions_angstrom": [[-3.816784, 1.942507, -4.162209], [-3.875005, 0.673953, -3.515407], [-4.580677, 2.058183, -4.962880], [-2.797645, 2.072505, -4.565413], [-3.969386, 2.710701, -3.385813], [-4.219997, -0.435930, -3.401537], [-2.426154, 1.324561, -1.005150], [-0.393149, 0.599600, 0.328957], [0.919701, -0.993972, -0.849317], [1.071398, -2.762500, -0.457903], [0.541264, -1.028914, -2.612340], [2.720967, 0.663849, -0.774059], [3.150686, -0.866635, -1.615941], [3.134059, -0.766516, 0.163819], [2.641033, -0.426579, -0.751536], [0.254373, -0.046786, -2.995233], [1.439651, -1.377100, -3.129406], [1.645956, -3.270478, -1.241997], [0.083254, -3.221997, -0.400058], [-0.270746, -1.733319, -2.811960], [1.577430, -2.952123, 0.491343], [-1.653373, -1.131389, 0.826264], [-2.505828, -1.916408, 0.884410], [0.815351, 2.518670, -0.058352], [-0.336291, 2.155688, 3.288047], [0.544838, 0.978006, 3.155572], [0.609143, 0.097973, 2.156835], [1.580203, -0.868444, 2.493755], [2.109866, -0.511077, 3.693865], [1.449319, 0.648414, 4.102819], [-0.407262, 2.409039, 4.357228], [0.051764, 3.020210, 2.729403], [-1.361081, 1.949285, 2.950760], [1.780064, -1.713933, 1.841468], [2.858248, -0.999061, 4.289787], [1.634801, 1.200023, 4.942172]], "forces_ev_per_angstrom": [[0.708, 1.407, 0.455], [-3.295, -6.153, -1.302], [0.213, -0.575, 0.432], [-0.242, 0.002, 0.008], [-0.010, 0.001, -0.324], [2.179, 5.340, 0.168], [-0.280, 0.014, 0.215], [2.115, 2.999, 1.698], [2.065, -1.481, -1.335], [-0.577, -0.288, 0.600], [-0.536, 0.278, -0.362], [0.019, -0.237, -0.208], [-0.003, 0.074, 0.123], [-0.179, -0.050, -0.125], [0.296, 0.512, 0.215], [0.174, -0.068, 0.002], [-0.059, 0.044, 0.033], [-0.088, 0.338, -0.050], [0.036, -0.127, -0.091], [0.043, 0.044, 0.075], [-0.070, 0.058, -0.218], [-4.837, -4.180, 0.161], [4.117, 3.399, -0.014], [-1.027, -1.881, 0.230], [-0.285, 0.372, 0.115], [0.817, 0.072, 1.066], [-0.653, -0.078, -0.880], [-0.181, 0.521, 0.250], [-0.407, 0.139, -0.211], [-0.169, -0.517, -1.036], [-0.073, 0.120, -0.441], [-0.043, -0.185, 0.245], [0.136, -0.009, 0.034], [0.047, 0.423, 0.610], [0.109, 0.030, 0.107], [-0.060, -0.358, -0.247]], "total_charge": 3, "spin_multiplicity": 1, "molar_mass_da": 439.46, "e_homo_ev": -18.7, "lumo_ev": -12.579}